This record from OMol25 describes the molecule C10H15NO2S. The level of theory is ωB97M-V with the def2-TZVPD basis set.

Bonds (Å) are listed after each position.
Atoms and positions in Å:
1 S 1.895 -0.258 -0.704  O2 1.438, O3 1.422, N4 1.677, C8 1.915
2 O 2.456 -1.501 -0.245  S1 1.438
3 O 2.003 -0.030 -2.104  S1 1.422
4 N 2.616 1.032 0.088  S1 1.677, C6 1.415, C12 1.523
5 C -0.005 -1.670 0.685  C8 1.484, C10 1.349, H17 1.171
6 C 2.964 0.895 1.453  N4 1.415, C12 1.415, H24 1.045, H28 1.117
7 C -3.662 0.382 -0.531  C11 1.486, H16 1.038, H18 1.042, H27 1.095
8 C 0.117 -0.359 -0.001  S1 1.915, C5 1.484, C14 1.529, H22 1.057
9 C -2.454 -1.409 0.669  C10 1.508, C11 1.325, H15 1.184
10 C -1.208 -2.190 1.001  C5 1.349, C9 1.508, H21 1.134
11 C -2.452 -0.419 -0.212  C7 1.486, C9 1.325, C14 1.565
12 C 4.058 0.882 0.555  N4 1.523, C6 1.415, H20 1.137, H26 1.088
13 C -0.877 1.436 -1.271  C14 1.541, H19 1.117, H23 1.103, H29 1.021
14 C -1.091 -0.040 -0.883  C8 1.529, C11 1.565, C13 1.541, H25 1.024
15 H -3.453 -1.850 1.127  C9 1.184
16 H -4.376 -0.219 -0.984  C7 1.038
17 H 1.033 -2.209 0.754  C5 1.171
18 H -4.150 0.714 0.328  C7 1.042
19 H 0.138 1.508 -1.732  C13 1.117
20 H 4.748 1.774 0.416  C12 1.137
21 H -1.234 -3.242 1.425  C10 1.134
22 H 0.222 0.382 0.745  C8 1.057
23 H -1.672 1.916 -1.865  C13 1.103
24 H 2.543 0.117 2.010  C6 1.045
25 H -1.071 -0.571 -1.759  C14 1.024
26 H 4.351 -0.140 0.325  C12 1.088
27 H -3.491 1.354 -1.007  C7 1.095
28 H 2.755 1.763 2.123  C6 1.117
29 H -0.703 1.952 -0.407  C13 1.021

SMILES   CC1=CC=C[C@@H](S(=O)(=O)N2CC2)[C@@H]1C
Relative energy (zero: lowest compared OMol25 entry of this formula, charge and spin)   104.7 kcal/mol
Strongest force on any atom   0.087 hartree/bohr
HOMO level   -8.5 eV
E   -27029.2118 eV

For each atom in turn, the natural (NBO) charge in e is:
1. S 2.26
2. O -0.97
3. O -0.92
4. N -0.66
5. C -0.22
6. C -0.26
7. C -0.66
8. C -0.42
9. C -0.25
10. C -0.22
11. C 0.06
12. C -0.24
13. C -0.61
14. C -0.25
15. H 0.21
16. H 0.23
17. H 0.27
18. H 0.23
19. H 0.23
20. H 0.24
21. H 0.23
22. H 0.22
23. H 0.21
24. H 0.22
25. H 0.22
26. H 0.24
27. H 0.22
28. H 0.20
29. H 0.19